No. 1
{
  "formula": "C2H8N5",
  "method": "wB97M-V/def2-TZVPD",
  "e_homo_ha": -0.490,
  "total_charge": 1,
  "orbital_gap_ev": 8.788,
  "e_lumo_ev": -4.547,
  "e_tot_ha": -354.366185,
  "symbols": ["C", "C", "N", "N", "N", "N", "N", "H", "H", "H", "H", "H", "H", "H", "H"],
  "coordinates": [[-0.859, -1.078, -0.810], [1.455, 1.485, -0.578], [2.985, -0.831, 1.538], [2.460, -0.213, 0.811], [-1.418, -0.451, 0.147], [1.574, 0.282, 0.194], [-2.590, -0.612, 0.807], [0.196, -0.778, -1.001], [-1.192, -1.857, -1.479], [2.049, 1.556, -1.528], [0.444, 1.520, -0.816], [1.701, 2.364, -0.011], [-0.808, 0.178, 0.622], [-3.280, -1.262, 0.282], [-2.717, -0.302, 1.821]]
}

=====

No. 2
{
  "formula": "C45H42BCl2N8O10Ta",
  "method": "wB97M-V/def2-TZVPD",
  "e_homo_ha": -0.441,
  "total_charge": 2,
  "orbital_gap_ev": 5.625,
  "e_lumo_ev": -6.375,
  "e_tot_ha": -3932.460258,
  "symbols": ["Ta", "C", "O", "C", "C", "C", "C", "C", "C", "N", "N", "C", "C", "C", "C", "O", "C", "N", "C", "C", "C", "C", "H", "H", "H", "H", "H", "H", "H", "H", "H", "H", "H", "H", "O", "C", "O", "C", "C", "Cl", "N", "N", "C", "C", "O", "O", "C", "C", "C", "C", "C", "C", "H", "H", "H", "H", "H", "H", "Cl", "C", "C", "C", "C", "N", "C", "H", "H", "H", "H", "C", "C", "C", "O", "B", "O", "C", "C", "C", "H", "H", "H", "H", "H", "H", "H", "H", "H", "H", "H", "H", "O", "C", "N", "C", "O", "C", "C", "C", "C", "N", "C", "H", "H", "H", "H", "H", "H", "H", "H"],
  "coordinates": [[1.318, 0.119, -0.791], [-7.519, -2.245, 2.027], [-7.295, -1.645, 3.294], [-6.051, -1.675, 3.806], [-5.912, -1.144, 5.092], [-4.684, -1.156, 5.713], [-3.563, -1.632, 5.034], [-3.701, -2.179, 3.766], [-4.943, -2.213, 3.151], [-2.341, -1.643, 5.771], [-1.255, -1.365, 5.254], [-1.114, -0.820, 3.944], [-1.685, 0.375, 3.574], [-1.358, 1.005, 2.356], [-0.443, 0.411, 1.540], [-0.025, 0.885, 0.326], [0.155, -0.806, 1.889], [1.041, -1.299, 0.980], [1.618, -2.459, 1.244], [1.377, -3.165, 2.429], [0.503, -2.661, 3.361], [-0.155, -1.443, 3.095], [-8.580, -2.130, 1.827], [-7.267, -3.307, 2.047], [-6.945, -1.740, 1.246], [-6.792, -0.763, 5.591], [-4.573, -0.794, 6.727], [-2.849, -2.623, 3.266], [-5.042, -2.673, 2.179], [-2.407, 0.840, 4.232], [-1.823, 1.940, 2.075], [2.302, -2.845, 0.498], [1.893, -4.100, 2.595], [0.313, -3.180, 4.292], [6.991, -0.534, 1.098], [6.440, 0.431, 1.818], [7.067, 1.117, 2.571], [4.990, 0.741, 1.565], [4.275, 1.738, 2.232], [4.769, 2.820, 3.418], [3.013, 1.759, 1.748], [2.874, 0.839, 0.773], [4.050, 0.214, 0.680], [4.078, -0.930, -0.267], [5.021, -1.668, -0.403], [2.937, -1.072, -0.919], [1.914, 2.548, 2.233], [1.534, 2.407, 3.558], [0.496, 3.187, 4.043], [-0.164, 4.071, 3.201], [0.217, 4.185, 1.870], [1.277, 3.435, 1.383], [6.367, -0.975, 0.484], [2.045, 1.704, 4.203], [0.199, 3.096, 5.079], [-0.975, 4.676, 3.583], [-0.300, 4.871, 1.212], [1.604, 3.555, 0.358], [3.834, 4.855, -3.241], [3.627, 3.152, -3.276], [4.243, 2.380, -4.252], [4.045, 1.011, -4.231], [3.264, 0.454, -3.237], [2.676, 1.206, -2.289], [2.844, 2.537, -2.317], [4.862, 2.850, -5.006], [4.504, 0.372, -4.971], [3.107, -0.615, -3.183], [2.336, 3.136, -1.571], [1.224, -4.538, -2.616], [0.117, -3.584, -3.030], [-0.271, -3.796, -4.476], [0.674, -2.221, -2.884], [0.307, -1.792, -1.639], [-0.599, -2.586, -1.019], [-1.074, -3.545, -2.029], [-2.340, -2.947, -2.622], [-1.367, -4.862, -1.343], [2.105, -4.353, -3.229], [0.920, -5.575, -2.759], [1.498, -4.400, -1.568], [0.621, -3.810, -5.101], [-0.937, -3.014, -4.837], [-0.774, -4.757, -4.592], [-2.135, -2.002, -3.130], [-3.050, -2.756, -1.818], [-2.802, -3.629, -3.334], [-0.513, -5.216, -0.769], [-1.630, -5.622, -2.081], [-2.212, -4.744, -0.666], [0.993, 4.869, -1.341], [0.401, 5.349, -2.546], [-1.032, 5.403, -2.486], [-1.852, 4.315, -2.543], [-3.026, 4.338, -2.263], [-1.211, 3.022, -2.991], [-1.300, 2.580, -4.303], [-0.735, 1.356, -4.631], [-0.096, 0.623, -3.654], [-0.022, 1.042, -2.374], [-0.586, 2.221, -2.058], [1.196, 5.615, -0.766], [0.708, 4.658, -3.330], [0.775, 6.340, -2.796], [-1.481, 6.247, -2.156], [-1.804, 3.178, -5.051], [-0.783, 0.970, -5.639], [0.359, -0.333, -3.878], [-0.520, 2.536, -1.026]]
}